Record 1
A cluster of 7 separate species, C18H42ClN6O6 in total at a distorted geometry, computed with ωB97M-V/def2-TZVPD.

Results
Relative energy (zero: lowest compared OMol25 entry of this formula, charge and spin) = 1.557 eV
LUMO = 2.537 eV

Geometry as ORCA input:
```
! wB97M-V def2-TZVPD RIJCOSX def2/J DEFGRID3
* xyz -1 1
Cl -0.474 -0.134 -0.092
C -0.692 1.253 4.005
C 0.393 0.186 4.149
O 0.670 -0.171 5.293
N 0.891 -0.408 3.062
C 1.980 -1.384 3.008
H -1.529 0.903 4.608
H -0.938 1.512 2.979
H -0.350 2.094 4.611
H 0.548 -0.082 2.163
H 1.984 -1.970 3.923
H 2.890 -0.785 2.957
H 1.879 -2.045 2.153
C 0.052 -4.675 -0.539
C -1.056 -4.633 0.515
O -1.647 -5.641 0.904
N -1.297 -3.414 1.009
C -2.288 -3.123 2.001
H -0.131 -5.608 -1.071
H 1.048 -4.673 -0.104
H -0.065 -3.829 -1.214
H -0.896 -2.657 0.474
H -2.333 -3.905 2.754
H -3.244 -2.772 1.609
H -1.981 -2.270 2.624
C 3.477 -0.659 -1.012
C 3.650 0.537 -0.079
O 4.762 1.035 0.097
N 2.553 0.937 0.552
C 2.478 2.028 1.500
H 2.424 -0.955 -1.033
H 4.060 -1.453 -0.546
H 3.782 -0.478 -2.038
H 1.731 0.353 0.395
H 1.473 2.173 1.892
H 2.817 2.920 0.973
H 3.089 1.866 2.390
C -2.757 3.084 -0.170
C -3.683 2.437 0.838
O -4.802 2.879 1.068
N -3.211 1.321 1.424
C -4.058 0.479 2.271
H -2.090 3.797 0.313
H -3.346 3.626 -0.904
H -2.151 2.309 -0.638
H -2.377 0.870 1.064
H -3.394 -0.317 2.596
H -5.040 0.174 1.909
H -4.326 1.152 3.097
C 1.895 -1.410 -4.727
C 0.593 -2.143 -4.387
O 0.002 -2.835 -5.199
N 0.016 -1.697 -3.246
C -1.336 -2.088 -2.926
H 2.176 -0.711 -3.946
H 1.763 -0.954 -5.707
H 2.720 -2.108 -4.888
H 0.437 -0.898 -2.806
H -2.041 -1.505 -3.520
H -1.595 -1.892 -1.885
H -1.520 -3.155 -3.024
C 0.977 1.923 -3.078
C 0.603 3.299 -2.579
O 0.429 4.255 -3.336
N 0.541 3.424 -1.243
C 0.516 4.630 -0.433
H 0.095 1.288 -3.138
H 1.634 1.544 -2.286
H 1.593 1.943 -3.970
H 0.668 2.524 -0.798
H 0.092 4.250 0.499
H -0.241 5.352 -0.737
H 1.502 5.082 -0.383
*
```



Record 2
A structure of composition C20H33N6OS4Ti, computed with ωB97M-V/def2-TZVPD.

Results
LUMO (spin up / spin down) = -2.385 / -2.401 eV

Geometry as ORCA input:
```
! wB97M-V def2-TZVPD RIJCOSX def2/J DEFGRID3
* xyz 1 3
Ti 0.058 0.146 -0.029
S -0.934 2.084 0.846
C -0.646 1.905 2.598
C -0.936 3.006 3.411
C -0.749 2.956 4.779
C -0.263 1.793 5.366
C 0.031 0.697 4.576
C -0.154 0.732 3.191
S 0.246 -0.731 2.251
H -1.312 3.907 2.942
H -0.981 3.821 5.387
H -0.111 1.741 6.437
H 0.411 -0.214 5.024
N 3.795 0.324 -3.099
C 2.494 -0.241 -2.719
C 2.524 -1.752 -2.532
C 1.188 -2.285 -2.039
N 0.945 -1.824 -0.647
C 0.043 -1.846 -2.955
C 0.034 -0.352 -3.297
N -0.479 0.445 -2.149
C 1.419 0.125 -3.732
H 4.550 -0.250 -2.739
H 3.692 2.256 -2.286
H 3.903 0.333 -4.108
H 2.218 0.219 -1.766
H 3.320 -2.038 -1.835
H 2.753 -2.230 -3.490
H 1.233 -3.376 -2.046
H 1.699 -2.127 -0.035
H 0.120 -2.314 -0.295
H -0.917 -2.128 -2.510
H 0.130 -2.407 -3.888
H -0.646 -0.208 -4.138
H -1.486 0.316 -2.093
H -0.314 1.443 -2.317
H 1.414 1.204 -3.901
H 1.650 -0.367 -4.684
N 1.998 1.095 0.480
N 2.271 2.509 0.303
C 2.243 3.111 -0.946
N 3.572 3.106 -1.716
S 0.926 3.420 -1.934
H 1.668 0.995 1.450
H 2.870 0.564 0.433
H 2.957 2.826 0.972
H 4.383 3.240 -1.114
H 3.509 3.889 -2.367
C -4.010 0.318 0.326
S -2.630 -0.490 1.130
O -1.722 -0.871 -0.087
C -3.457 -2.021 1.507
C -3.559 -3.048 0.581
C -4.247 -4.199 0.936
C -4.820 -4.309 2.197
C -4.701 -3.276 3.116
C -4.005 -2.125 2.777
H -4.346 -0.309 -0.498
H -3.674 1.298 -0.006
H -4.798 0.422 1.073
H -3.105 -2.946 -0.396
H -4.335 -5.012 0.227
H -5.357 -5.209 2.466
H -5.135 -3.372 4.102
H -3.878 -1.323 3.496
*
```



Record 3
A cluster of 2 separate species, Cl3OPS in total at a distorted geometry, computed with ωB97M-V/def2-TZVPD.

Results
Relative energy (zero: lowest compared OMol25 entry of this formula, charge and spin) = 0.058 eV
LUMO (spin up / spin down) = 0.227 / -1.276 eV

Geometry as ORCA input:
```
! wB97M-V def2-TZVPD RIJCOSX def2/J DEFGRID3
* xyz 0 3
O -2.483 -1.722 1.314
P 2.039 0.794 -0.845
S -1.482 -0.964 0.460
Cl 0.212 1.447 -1.442
Cl 2.026 1.126 1.198
Cl 1.736 -1.188 -0.966
*
```



Record 4
A cluster of 9 separate species, C24H47Cl4N4O12 in total at a distorted geometry, computed with ωB97M-V/def2-TZVPD.

Results
LUMO = 1.879 eV

Geometry as ORCA input:
```
! wB97M-V def2-TZVPD RIJCOSX def2/J DEFGRID3
* xyz -1 1
C -0.160 0.119 1.230
C 0.168 -0.092 -0.255
O 0.840 -1.105 -0.541
O -0.496 0.616 -1.072
H -0.044 -0.873 1.677
H -1.189 0.457 1.319
H 0.469 0.797 1.810
C 0.177 -1.862 4.817
C 1.165 -0.790 5.294
O 2.347 -1.527 5.589
C 2.141 -2.850 5.413
O 2.948 -3.684 5.635
O 0.866 -3.077 5.015
H -0.081 -1.725 3.765
H -0.750 -1.810 5.389
H 0.759 -0.296 6.171
H 1.443 -0.132 4.472
C 2.151 1.406 -3.415
C 2.500 1.848 -2.025
O 3.927 1.915 -2.019
C 4.401 1.249 -3.086
O 5.548 0.987 -3.275
O 3.385 0.910 -3.937
H 1.863 2.219 -4.083
H 1.367 0.658 -3.275
H 2.111 1.247 -1.200
H 2.134 2.835 -1.728
C 2.735 -2.892 1.389
C 3.697 -3.077 0.212
O 4.698 -3.782 0.332
N 3.327 -2.494 -0.931
C 3.879 -2.743 -2.243
H 2.727 -1.828 1.626
H 3.131 -3.493 2.206
H 1.734 -3.275 1.194
H 2.463 -1.962 -0.991
H 4.575 -3.567 -2.368
H 4.300 -1.860 -2.731
H 3.006 -3.010 -2.847
C -3.788 0.441 0.536
C -4.403 1.543 -0.309
O -5.452 2.107 -0.040
N -3.676 1.857 -1.406
C -4.253 2.737 -2.416
H -3.602 0.924 1.497
H -2.886 -0.036 0.164
H -4.605 -0.284 0.591
H -2.739 1.497 -1.538
H -4.457 3.705 -1.948
H -5.226 2.390 -2.755
H -3.504 2.897 -3.183
C 0.615 6.683 -4.142
C 0.644 5.366 -3.393
O 1.632 5.030 -2.770
N -0.515 4.662 -3.493
C -0.860 3.340 -3.016
H 1.430 7.327 -3.836
H -0.313 7.215 -3.904
H 0.539 6.520 -5.218
H -1.088 4.972 -4.261
H -0.020 2.745 -2.667
H -1.463 2.778 -3.727
H -1.489 3.376 -2.118
C -2.284 -2.802 -0.360
C -2.206 -3.100 1.098
O -1.603 -4.106 1.493
N -2.878 -2.311 1.947
C -2.931 -2.446 3.372
H -3.272 -2.597 -0.771
H -1.836 -3.597 -0.952
H -1.582 -2.000 -0.628
H -3.351 -1.563 1.469
H -3.867 -2.895 3.714
H -2.942 -1.435 3.794
H -2.060 -2.950 3.770
Cl 1.145 -4.600 -4.102
C 0.325 -4.299 -2.579
C 0.694 -5.326 -1.517
Cl 0.279 -7.021 -1.926
H -0.748 -4.263 -2.762
H 0.580 -3.288 -2.254
H 0.162 -5.140 -0.585
H 1.756 -5.229 -1.297
Cl -2.575 3.631 3.319
C -0.859 4.104 3.558
C 0.029 2.903 3.851
Cl -0.070 2.404 5.558
H -0.842 4.910 4.285
H -0.540 4.534 2.608
H 1.020 3.153 3.474
H -0.324 2.077 3.238
*
```



Record 5
The molecule C3H3N5 at a distorted geometry, computed with ωB97M-V/def2-TZVPD.

Results
Relative energy (zero: lowest compared OMol25 entry of this formula, charge and spin) = 5.352 eV
Structure (SMILES) = [H]/N=c1/ccnnnn1
LUMO = -1.889 eV

Geometry as ORCA input:
```
! wB97M-V def2-TZVPD RIJCOSX def2/J DEFGRID3
* xyz 0 1
H -2.542 -0.737 0.837
N -2.056 0.108 0.683
C -0.955 -0.178 0.061
C -0.123 0.918 -0.455
C 1.205 0.899 -0.199
N 1.900 -0.070 0.690
N 1.490 -1.303 0.411
N 0.460 -1.835 -0.373
N -0.821 -1.509 -0.407
H -0.494 1.995 -0.649
H 1.937 1.711 -0.599
*
```



Record 6
A structure of composition C37H82N5O15VZr at a distorted geometry, computed with ωB97M-V/def2-TZVPD.

Results
LUMO = -3.407 eV

Geometry as ORCA input:
```
! wB97M-V def2-TZVPD RIJCOSX def2/J DEFGRID3
* xyz 0 1
O 2.149 -8.819 24.012
V 2.981 -9.862 23.186
O 4.442 -9.490 23.412
Zr 3.834 -12.215 18.128
C 8.976 -11.881 20.796
C 7.881 -12.934 21.018
C 7.786 -13.364 22.455
O 6.519 -12.703 20.575
H 9.970 -12.318 20.890
H 9.071 -11.075 21.523
H 8.778 -11.319 19.883
H 8.161 -13.821 20.449
H 7.385 -12.448 22.889
H 8.791 -13.449 22.868
H 7.077 -14.183 22.577
C 5.348 -9.451 15.941
O 5.734 -10.221 16.818
O 5.767 -9.664 14.809
O 4.198 -9.998 15.945
C 1.293 -9.971 19.764
O 0.805 -10.412 20.798
O 1.171 -10.921 19.006
O 2.535 -10.282 19.926
C 3.266 -15.192 25.169
C 3.207 -13.683 25.361
C 4.005 -13.016 26.476
O 3.737 -11.590 26.374
C 4.692 -10.793 27.023
N 3.458 -13.028 24.046
H 4.219 -15.593 24.825
H 2.536 -15.579 24.458
H 3.106 -15.738 26.099
H 2.155 -13.518 25.594
H 5.069 -13.243 26.540
H 3.514 -13.394 27.374
H 4.669 -11.104 28.068
H 4.317 -9.770 27.042
H 5.692 -10.653 26.613
H 4.377 -13.343 23.768
H 2.758 -13.523 23.512
C 12.220 -9.628 16.624
C 11.588 -8.670 15.628
C 12.045 -8.576 14.198
O 13.252 -7.937 14.103
C 13.597 -7.449 12.800
N 10.181 -9.070 15.692
H 11.886 -9.560 17.660
H 13.267 -9.346 16.730
H 12.261 -10.678 16.336
H 11.703 -7.718 16.146
H 11.346 -7.968 13.623
H 12.120 -9.531 13.678
H 13.110 -8.067 12.046
H 14.684 -7.406 12.738
H 13.307 -6.422 12.580
H 9.800 -8.853 16.602
H 9.561 -8.575 15.067
C 16.924 -13.376 10.607
O 16.299 -13.967 11.706
C 15.719 -13.054 12.615
C 14.532 -13.830 13.406
N 15.139 -15.107 13.788
C 14.148 -16.156 14.028
C 13.277 -16.027 15.235
O 12.046 -16.725 15.168
C 11.230 -16.649 16.329
H 16.119 -13.009 9.971
H 17.557 -14.125 10.131
H 17.520 -12.540 10.973
H 15.410 -12.134 12.119
H 16.550 -12.765 13.258
H 13.644 -13.954 12.786
H 14.407 -13.200 14.286
H 15.816 -15.402 13.099
H 14.520 -17.181 14.040
H 13.510 -16.232 13.148
H 13.093 -14.983 15.490
H 13.718 -16.394 16.162
H 10.183 -16.656 16.026
H 11.261 -15.710 16.882
H 11.527 -17.358 17.102
C 12.912 -15.795 22.236
C 13.919 -16.730 23.026
C 14.897 -15.831 23.801
C 14.361 -15.136 25.060
C 13.695 -16.197 26.025
C 12.744 -17.252 25.283
N 13.267 -17.694 23.951
O 12.701 -18.909 23.494
C 12.617 -18.386 26.268
C 11.265 -16.759 25.144
C 14.889 -17.479 22.099
H 12.063 -16.446 22.030
H 13.289 -15.489 21.260
H 12.490 -14.911 22.714
H 15.759 -16.427 24.100
H 15.178 -15.008 23.144
H 13.658 -14.343 24.803
H 15.137 -14.683 25.676
H 13.004 -15.625 26.644
H 14.363 -16.683 26.735
H 12.033 -17.989 27.098
H 12.016 -19.203 25.870
H 13.617 -18.731 26.530
H 11.187 -15.892 24.489
H 10.792 -17.620 24.672
H 10.802 -16.565 26.112
H 15.594 -18.127 22.620
H 15.342 -16.838 21.343
H 14.237 -18.192 21.595
H 13.473 -19.475 23.418
C 6.033 -21.220 20.752
C 5.000 -19.996 20.450
C 4.515 -19.932 19.007
C 3.398 -20.839 18.571
C 2.202 -20.848 19.474
C 2.593 -20.931 21.032
N 3.774 -20.059 21.261
O 4.019 -19.936 22.672
C 1.349 -20.373 21.848
C 2.968 -22.397 21.409
C 5.663 -18.664 20.802
H 6.126 -21.522 21.795
H 7.033 -20.920 20.440
H 5.984 -22.134 20.161
H 4.308 -18.907 18.700
H 5.377 -20.227 18.408
H 3.764 -21.864 18.511
H 3.091 -20.523 17.574
H 1.656 -21.668 19.007
H 1.529 -20.005 19.321
H 0.459 -20.995 21.758
H 1.618 -20.469 22.899
H 1.116 -19.324 21.665
H 3.780 -22.820 20.818
H 3.374 -22.591 22.401
H 2.136 -23.099 21.346
H 6.243 -18.256 19.974
H 6.260 -18.693 21.714
H 4.958 -17.886 21.092
H 3.596 -19.123 22.960
*
```



Record 7
The molecule C5H7NO4S at a distorted geometry, computed with ωB97M-V/def2-TZVPD.

Results
Relative energy (zero: lowest compared OMol25 entry of this formula, charge and spin) = 3.683 eV
LUMO = 0.109 eV

Geometry as ORCA input:
```
! wB97M-V def2-TZVPD RIJCOSX def2/J DEFGRID3
* xyz 0 1
C 0.032 2.281 0.099
C -0.168 1.300 1.065
C -0.111 2.120 -1.222
C 0.257 0.047 0.870
C 0.369 -0.181 -1.530
N -0.167 -1.405 -1.892
O -0.578 -2.473 0.754
O -1.348 -1.104 2.682
O 0.949 -1.804 2.529
O -0.441 0.903 -1.786
S -0.333 -1.394 1.728
H 0.201 3.373 0.351
H -0.669 1.421 1.983
H -0.032 2.874 -2.091
H 1.465 -0.002 -1.718
H 0.242 -2.245 -1.597
H 1.504 -2.304 1.903
H -1.170 -1.410 -2.126
*
```



Record 8
A structure of composition C12H31KNO5 at a distorted geometry, computed with ωB97M-V/def2-TZVPD.

Results
LUMO = 2.281 eV

Geometry as ORCA input:
```
! wB97M-V def2-TZVPD RIJCOSX def2/J DEFGRID3
* xyz -1 1
K -44.620 5.897 14.722
C -45.994 6.990 12.912
C -47.049 6.034 13.491
O -46.522 5.200 14.460
H -45.721 7.658 13.729
H -46.266 7.563 12.026
H -45.106 6.443 12.594
H -47.434 5.377 12.712
H -47.964 6.569 13.748
C -42.876 2.458 15.918
C -43.231 3.743 15.121
O -44.535 4.169 14.890
H -43.176 1.522 15.446
H -43.251 2.636 16.926
H -41.788 2.416 15.960
H -42.778 3.660 14.133
H -42.671 4.534 15.620
C -41.674 6.774 14.291
O -42.972 7.304 14.598
C -42.850 8.198 15.661
C -44.311 8.392 16.302
N -45.088 7.221 16.643
C -44.745 6.483 17.875
C -43.378 5.616 17.711
O -43.215 4.378 18.466
C -43.661 4.468 19.809
H -40.934 7.558 14.126
H -41.748 5.995 13.533
H -41.447 6.191 15.183
H -42.592 9.212 15.354
H -42.171 7.887 16.455
H -44.918 8.715 15.456
H -44.390 9.003 17.201
H -46.044 7.533 16.543
H -45.580 5.818 18.093
H -44.696 7.061 18.798
H -42.543 6.276 17.945
H -43.411 5.263 16.681
H -44.728 4.364 20.009
H -43.361 5.398 20.292
H -43.188 3.679 20.393
C -42.602 7.762 12.155
C -43.189 6.384 12.040
O -43.624 5.942 13.297
H -42.201 8.103 11.200
H -41.863 7.904 12.943
H -43.416 8.363 12.561
H -42.378 5.783 11.629
H -43.937 6.335 11.248
H -43.788 5.001 13.208
*
```



Record 9
A cluster of 2 separate species, C2H8N3O in total at a distorted geometry, computed with ωB97M-V/def2-TZVPD.

Results
Relative energy (zero: lowest compared OMol25 entry of this formula, charge and spin) = 0.153 eV
LUMO = 4.404 eV

Geometry as ORCA input:
```
! wB97M-V def2-TZVPD RIJCOSX def2/J DEFGRID3
* xyz -1 1
N 1.226 -0.456 -1.442
C 1.244 0.904 -0.884
O 1.372 0.969 0.510
H 2.084 -0.944 -1.202
H 0.433 -0.961 -1.050
H 2.073 1.492 -1.344
H 0.284 1.370 -1.200
N -0.981 0.469 1.258
C -1.712 -0.584 0.798
N -1.289 -1.370 -0.184
H -1.460 0.978 2.014
H 0.436 0.770 0.902
H -2.689 -0.783 1.243
H -2.019 -2.107 -0.354
*
```



Record 10
A structure of composition C6H5F2V at a distorted geometry, computed with ωB97M-V/def2-TZVPD.

Results
LUMO (spin up / spin down) = -8.195 / -7.918 eV

Geometry as ORCA input:
```
! wB97M-V def2-TZVPD RIJCOSX def2/J DEFGRID3
* xyz 1 4
V 2.257 2.659 4.640
F 1.390 2.593 2.719
F -0.267 -1.721 -3.043
C -0.286 -1.162 -1.816
C -1.460 -1.220 -0.937
C -1.434 -0.475 0.248
C -0.265 0.220 0.630
C 0.814 0.248 -0.236
C 0.863 -0.433 -1.391
H -2.381 -1.680 -1.264
H -2.333 -0.416 0.843
H -0.250 0.876 1.487
H 1.603 0.889 0.128
H 1.748 -0.380 -2.008
*
```



Record 11
The molecule C3H7NO, computed with ωB97M-V/def2-TZVPD.

Results
Relative energy (zero: lowest compared OMol25 entry of this formula, charge and spin) = 0.514 eV
Structure (SMILES) = CNC(C)=O
LUMO = 0.908 eV

Geometry as ORCA input:
```
! wB97M-V def2-TZVPD RIJCOSX def2/J DEFGRID3
* xyz 0 1
C 1.200 0.654 0.666
N -0.242 0.791 0.618
C -1.092 -0.164 0.096
C -0.559 -0.848 -1.151
O -2.147 -0.453 0.609
H 1.532 -0.373 0.536
H 1.706 1.264 -0.082
H 1.544 0.973 1.644
H -0.682 1.325 1.351
H 0.287 -0.305 -1.552
H -1.333 -1.031 -1.892
H -0.215 -1.833 -0.844
*
```